96
Properties=species:S:1:pos:R:3:forces:R:3:lowdin_charge:R:1 method="wB97M-V/def2-TZVPD" energy_ha=-5006.48521 homo_energy_ha=-0.3267 smiles="CCB(O)[C@]1(P(O)Br)OS(=O)(=O)O[C@]1(CCCCCCCCOC)B(N)O.CCCCCC.CCCCCC" homo_lumo_gap_ev=8.7
C 2.951568 2.547975 3.551401 0.5297 0.0505 0.9611 -0.165
C 3.080163 4.099335 3.061405 0.6212 -0.3331 0.7539 -0.163
B 3.051856 4.368119 1.452900 0.4864 2.3995 0.7065 -0.365
O 3.518747 5.729370 1.005358 -3.1571 -1.7430 1.5232 0.017
C 2.530899 3.373738 0.252811 0.2102 0.0552 -2.4407 -0.380
P 3.165469 1.530081 0.240345 -0.5650 -1.9977 0.3108 0.703
O 2.886985 0.768519 -1.295150 1.1004 1.0539 1.5293 -0.372
Br 5.456804 1.779481 0.401519 -0.9336 0.3237 -0.3387 0.295
O 3.341628 3.900411 -0.897806 -2.0608 0.5984 -2.4173 -0.326
S 2.502639 3.880447 -2.386998 1.0351 0.2837 -5.5493 0.910
O 2.264048 5.238191 -3.135137 0.4391 -4.5730 4.5345 -0.301
O 3.179872 2.957934 -3.440503 -2.5743 2.5564 4.9835 -0.312
O 1.074785 3.154747 -1.711944 2.1177 0.5341 0.0997 -0.232
C 0.941830 3.496356 -0.255693 0.5105 0.6337 -0.3977 -0.253
C -0.199113 2.623050 0.542684 -0.5555 -0.2378 0.3449 -0.085
C -1.301869 1.877617 -0.409427 -1.0342 -0.5210 -0.0358 -0.165
C -2.867809 1.990402 0.168793 0.5672 -1.4646 -1.0581 -0.216
C -3.109130 1.152126 1.558251 -0.8272 1.1740 0.0503 -0.204
C -4.732352 1.275932 1.896381 -0.1772 0.0837 -0.2921 -0.212
C -5.090896 2.488131 2.948827 -0.9481 0.2603 0.3114 -0.222
C -4.473220 3.955024 2.537389 -0.2877 -0.4465 -1.0063 -0.197
C -4.827590 5.166890 3.583548 -0.8608 -0.5339 -0.4371 -0.217
O -3.743105 5.504252 4.524884 -0.1383 0.6087 -1.9610 -0.253
C -2.557717 6.040585 3.833668 0.8332 -0.9695 -1.0515 -0.132
B 0.242372 4.975834 -0.349513 -1.4830 2.0856 -2.0274 -0.415
N 0.103400 6.008335 0.751563 0.1160 0.2303 -0.9961 0.110
O -0.392886 5.348512 -1.663827 -0.0300 -0.6954 3.8938 0.048
H 1.935044 2.049147 3.240436 2.1126 0.8835 0.4764 0.071
H 3.020982 2.526298 4.739448 -0.2899 0.0122 -2.5312 0.089
H 3.901695 1.927408 3.184812 -2.3133 1.2464 0.5621 0.067
H 2.280595 4.776603 3.598047 1.4107 -1.2642 -1.0536 0.123
H 4.137992 4.489350 3.455219 -2.2500 -0.6706 -0.9027 0.135
H 2.885107 6.384866 1.467187 1.8551 -1.4168 -0.6855 0.121
H 3.481084 -0.028886 -1.415394 -0.7935 1.3552 0.4376 0.055
H -0.801254 3.393175 1.217178 1.3713 -1.4243 -1.2914 0.123
H 0.265149 1.840370 1.295381 -0.7355 1.6147 -1.6450 0.125
H -1.055104 0.728536 -0.456896 -0.3625 2.2858 0.0277 0.123
H -1.361400 2.263335 -1.512283 0.5538 -0.4958 2.1773 0.126
H -3.522844 1.440418 -0.664044 1.3413 1.2268 1.7425 0.123
H -3.244012 3.099211 0.184463 0.8232 -2.1014 0.2971 0.102
H -2.517690 1.689569 2.412819 -0.9998 -1.1539 -1.4059 0.104
H -2.760857 0.031484 1.500336 -0.6541 2.2992 -0.1385 0.118
H -5.291497 1.537439 0.882889 1.1863 -0.5386 2.0218 0.109
H -5.204361 0.236592 2.242510 1.1496 2.3589 -0.4907 0.117
H -4.826737 2.233553 4.075345 -0.2669 0.4102 -2.3963 0.124
H -6.276167 2.616511 2.930414 2.4583 -0.3147 0.0947 0.117
H -3.325147 3.829257 2.312683 -2.1862 0.5183 0.7076 0.084
H -4.970555 4.246484 1.493179 1.0620 -0.6186 2.1458 0.124
H -5.201574 6.104472 2.947452 1.1119 -1.7422 1.4339 0.131
H -5.768326 4.817650 4.217735 2.1792 0.7892 -1.0790 0.137
H -2.860610 6.428873 2.750567 0.6567 -0.4794 2.3543 0.097
H -1.964414 6.848722 4.453204 -1.6946 -1.5518 -1.0942 0.105
H -1.794551 5.141960 3.651077 -1.5126 1.8885 0.3457 0.093
H -0.851150 6.479389 0.735066 1.8249 -0.6173 -0.0488 0.086
H 0.839568 6.740365 0.517782 -1.3522 -0.9684 0.5026 0.099
H -1.099671 6.022076 -1.438822 1.4103 -0.8963 -0.5876 0.108
C 2.314832 -1.989216 1.557308 -0.1353 -0.0334 0.1690 -0.116
C 3.598666 -2.744578 1.250797 0.1061 0.1197 -0.0852 -0.262
C 3.799950 -3.015650 -0.242024 0.1076 -0.2290 0.0657 -0.217
C 2.732175 -3.898518 -0.899573 -0.1497 0.1050 0.0013 -0.224
C 2.547986 -5.281789 -0.270733 -0.0274 0.0542 -0.1623 -0.271
C 3.791945 -6.152479 -0.358298 0.0214 -0.1809 0.1311 -0.110
H 1.429031 -2.562979 1.269347 0.0479 0.0592 0.0113 0.069
H 2.244551 -1.788267 2.631404 -0.0587 0.0421 -0.1308 0.074
H 2.291740 -1.028967 1.032367 -0.0547 -0.1290 0.0664 0.016
H 3.618400 -3.681615 1.817340 0.0334 0.0219 -0.0864 0.101
H 4.446288 -2.149623 1.612287 -0.0454 -0.1063 -0.0353 0.106
H 4.787231 -3.469375 -0.386331 -0.0797 0.0567 -0.0296 0.106
H 3.830363 -2.057460 -0.775676 0.0116 -0.0362 0.0252 0.086
H 2.991656 -4.022400 -1.958631 -0.0253 -0.0162 0.0773 0.109
H 1.768657 -3.375539 -0.886245 0.0711 -0.0118 -0.0130 0.102
H 1.729100 -5.792788 -0.791974 0.0416 0.1109 0.1061 0.079
H 2.235735 -5.190919 0.773890 -0.0118 0.0476 -0.0262 0.102
H 4.097560 -6.293734 -1.400089 0.0188 0.0327 0.0967 0.076
H 3.590453 -7.139241 0.071314 0.1065 0.0864 -0.0773 0.073
H 4.630345 -5.717148 0.193343 -0.0438 -0.0534 -0.0852 0.067
C 0.984845 -6.529498 -3.838909 0.1213 -0.0569 -0.1964 -0.107
C 0.106324 -5.288149 -3.837153 0.0027 0.0922 0.1527 -0.267
C -1.001630 -5.332032 -2.782153 -0.1007 0.1098 -0.0331 -0.227
C -2.025585 -6.461193 -2.950919 0.1077 -0.1150 0.0040 -0.228
C -2.760624 -6.483536 -4.293313 -0.0744 -0.0923 0.1675 -0.275
C -3.601102 -5.240037 -4.539300 -0.0628 0.0609 -0.2127 -0.117
H 0.414422 -7.428720 -4.089483 0.0787 0.0533 0.0551 0.069
H 1.781620 -6.424735 -4.582666 -0.0548 -0.0921 0.1134 0.074
H 1.453751 -6.677608 -2.860969 -0.0517 -0.0466 -0.0826 0.058
H -0.319224 -5.137197 -4.834911 -0.0142 0.0115 0.0734 0.100
H 0.739610 -4.414902 -3.638414 -0.1085 -0.0423 -0.0428 0.098
H -1.521002 -4.366811 -2.778309 0.0180 -0.0729 0.0128 0.102
H -0.543207 -5.428840 -1.790027 -0.0084 0.0089 -0.0685 0.099
H -2.764477 -6.380016 -2.143621 0.0477 -0.0095 -0.0798 0.109
H -1.528752 -7.427800 -2.806419 -0.0260 0.0856 0.0103 0.101
H -3.421797 -7.358697 -4.311460 0.1259 0.0567 -0.0114 0.105
H -2.053175 -6.617868 -5.117004 0.0213 -0.0107 0.0504 0.099
H -4.347098 -5.109843 -3.748589 0.0852 0.0347 -0.0584 0.075
H -4.131702 -5.328222 -5.493003 0.0172 0.0909 0.1297 0.070
H -2.984537 -4.337633 -4.586716 -0.0887 -0.0569 0.0275 0.066

81
Properties=species:S:1:pos:R:3:forces:R:3:lowdin_charge:R:1 method="wB97M-V/def2-TZVPD" energy_ha=-3280.24872 homo_energy_ha=-0.2674 homo_lumo_gap_ev=7.9
Sn 0.211906 -0.274326 0.427798 -0.0450 0.3000 -0.4172 1.477
C 1.424040 2.395746 3.168385 -0.0279 -0.0245 -0.0043 -0.186
C 0.060928 2.737655 2.585093 0.0343 -0.0347 0.0260 -0.175
O -0.851010 1.660265 2.594330 -0.0293 -0.0012 0.0916 -0.205
C -1.289935 1.215016 3.863001 0.0307 -0.0218 -0.0131 -0.162
C -0.496145 0.032559 4.389496 -0.0154 -0.0002 -0.0345 -0.187
O -0.493502 -0.962655 3.395301 -0.0634 -0.0259 0.1006 -0.193
C 0.175352 -2.155673 3.745500 0.0270 0.0647 -0.0141 -0.173
C 1.680946 -1.996842 3.876574 -0.0272 -0.0198 -0.0171 -0.180
O 2.215015 -1.573590 2.636583 0.0069 -0.0420 0.0327 -0.198
C 3.328911 -0.708099 2.703630 -0.0326 0.0300 0.0309 -0.174
C 3.003709 0.659648 3.284122 -0.0210 -0.0440 -0.0075 -0.195
O 1.853193 1.157570 2.649906 0.0356 0.0528 0.0144 -0.210
H 1.375564 2.336994 4.265862 -0.0056 0.0100 -0.0065 0.123
H 2.132678 3.193775 2.910142 -0.0114 0.0218 0.0253 0.138
H 0.152030 3.017795 1.537156 0.0289 -0.0054 -0.0115 0.111
H -0.348797 3.590645 3.142334 0.0149 0.0231 -0.0231 0.133
H -2.330092 0.910026 3.736410 0.0068 -0.0109 -0.0136 0.124
H -1.253101 2.030620 4.596062 -0.0343 -0.0038 0.0050 0.135
H -0.984815 -0.337809 5.303672 0.0218 0.0231 0.0093 0.138
H 0.522312 0.335485 4.649395 0.0044 -0.0019 -0.0010 0.101
H -0.056513 -2.860983 2.946715 0.0159 -0.0101 -0.0006 0.133
H -0.217783 -2.553620 4.691467 -0.0033 -0.0298 -0.0178 0.131
H 2.114193 -2.964833 4.160946 -0.0143 0.0230 0.0118 0.133
H 1.921786 -1.285267 4.671113 0.0077 -0.0156 0.0007 0.113
H 3.663939 -0.591591 1.672084 0.0046 0.0097 0.0167 0.119
H 4.143537 -1.155458 3.288034 0.0314 0.0170 -0.0277 0.134
H 3.864821 1.321745 3.119847 0.0189 -0.0136 0.0212 0.137
H 2.836413 0.609329 4.370876 0.0150 0.0043 -0.0185 0.118
C -3.286339 0.750506 0.901917 0.0891 -0.0086 -0.0915 -0.177
Si -2.513020 1.732285 -0.503806 -0.2500 0.1251 0.1352 0.428
C -2.896447 3.539448 -0.149704 0.0756 -0.0189 0.0021 -0.160
C -3.478298 1.368937 -2.125867 0.0674 -0.0483 -0.0396 -0.314
N -0.809551 1.469311 -0.578559 0.3184 -0.3815 0.1790 -0.202
C -0.034582 2.252900 -1.413460 0.0793 0.1659 -0.1288 -0.321
C -0.480365 2.852684 -2.607523 -0.0455 -0.0733 0.0461 -0.028
C 0.326187 3.676164 -3.373957 0.0680 0.0246 -0.0106 -0.086
C 1.637386 3.944090 -3.004223 -0.0418 -0.0159 0.0055 -0.102
C 2.127424 3.360533 -1.845099 0.0288 0.0038 -0.0099 -0.039
C 1.297926 2.549814 -1.106518 0.0534 -0.0375 0.1122 -0.257
F 1.821457 1.968819 0.026822 -0.0302 0.0396 -0.1193 -0.026
H -4.250751 0.342607 0.593164 -0.0217 -0.0139 -0.0168 0.037
H -3.454402 1.407456 1.755566 0.0137 0.0489 0.0138 0.025
H -2.682661 -0.090853 1.243162 -0.0142 -0.0586 0.0661 -0.010
H -3.976495 3.706511 -0.171819 -0.0332 0.0073 -0.0006 0.034
H -2.437063 4.222463 -0.865303 0.0128 -0.0001 -0.0495 0.027
H -2.540738 3.806789 0.847601 0.0122 -0.0019 0.0358 0.023
H -4.421684 0.871196 -1.866445 -0.0121 0.0068 0.0319 0.074
H -3.267366 0.441754 -3.844744 0.0376 -0.0014 0.0501 0.084
H -3.745066 2.326942 -2.591564 -0.0211 0.0429 0.0431 0.073
H -1.478846 2.625438 -2.950280 -0.0207 -0.0025 -0.0107 0.086
H -0.072725 4.103042 -4.285189 -0.0161 0.0015 -0.0046 0.102
H 2.269358 4.581642 -3.606092 0.0075 0.0034 -0.0034 0.097
H 3.143283 3.520765 -1.508442 0.0144 -0.0082 0.0182 0.118
O 0.907742 -2.244206 -3.154731 0.0466 -0.0243 -0.0031 0.055
C -0.166712 -2.234380 -2.578666 0.0313 0.0433 -0.0189 -0.515
N -0.525783 -1.427622 -1.539745 -0.1975 -0.0131 0.1809 -0.265
S -2.071808 -1.679888 -0.978983 -0.0873 -0.1677 -0.0324 0.863
O -1.896865 -2.244208 0.401789 -0.1019 0.0550 -0.1002 -0.547
O -2.732075 0.572303 -3.055032 -0.0168 -0.1033 -0.0488 -0.163
C -2.397295 -2.995843 -2.143007 0.1084 0.0361 0.0118 -0.290
C -3.552472 -3.734145 -2.308532 -0.0205 -0.0339 -0.0076 -0.055
C -3.571145 -4.666670 -3.338929 0.0060 0.0202 0.0274 -0.078
C -2.467170 -4.827374 -4.174430 0.0168 0.0106 0.0153 -0.069
C -1.318767 -4.067553 -3.993220 -0.0124 -0.0237 -0.0003 -0.003
C -1.300047 -3.148506 -2.959714 -0.0018 0.0125 -0.0221 -0.147
H -4.406994 -3.600666 -1.657889 -0.0086 0.0044 0.0082 0.113
H -4.454669 -5.271195 -3.496222 -0.0039 -0.0148 -0.0077 0.102
H -2.508907 -5.554166 -4.975026 -0.0083 -0.0090 -0.0109 0.102
H -0.453187 -4.174008 -4.633032 0.0201 0.0019 -0.0159 0.119
Cl 4.316651 -0.164351 -4.279264 -0.0123 -0.0127 0.0204 0.689
C 3.757010 -0.955190 -2.845148 0.0423 0.0174 -0.0028 -0.642
C 4.197026 -2.223320 -2.520435 -0.0074 0.0354 -0.0167 -0.079
C 3.701372 -2.806250 -1.367380 -0.0172 0.0058 -0.0062 -0.039
C 2.796562 -2.098388 -0.598371 -0.0185 -0.0562 0.1079 -0.158
N 2.386128 -0.872735 -0.915822 -0.1094 0.1502 -0.0398 -0.024
C 2.846050 -0.310106 -2.027227 0.0239 -0.0012 -0.0382 -0.146
H 4.897948 -2.739737 -3.161025 0.0086 -0.0043 -0.0121 0.112
H 4.002999 -3.801837 -1.074910 0.0005 -0.0071 0.0141 0.111
H 2.382279 -2.517345 0.313362 -0.0073 -0.0073 -0.0111 0.103
H 2.475920 0.672054 -2.289843 -0.0189 0.0119 -0.0035 0.104